Here is 8 unconnected molecules or ions with the total composition C18H53N2O10 from OMol25. Energies are from ωB97M-V with the def2-TZVPD basis set.

Each atom is followed by the atoms it is bonded to, with distances in Å.
Element x y z (Å)
1 C 0.167 0.438 -1.705  O2 1.444, H3 1.191, H4 1.058, H5 1.023
2 O -1.029 0.633 -0.919  C1 1.444
3 H -0.205 0.183 -2.807  C1 1.191
4 H 0.515 -0.324 -1.058  C1 1.058
5 H 0.476 1.412 -1.755  C1 1.023
6 C -0.619 -2.715 -0.050  O7 1.395, H8 1.082, H9 1.081, H10 1.035
7 O -1.779 -1.957 -0.213  C6 1.395, H11 0.954
8 H -0.315 -3.267 -0.929  C6 1.082
9 H -0.696 -3.457 0.733  C6 1.081
10 H 0.260 -2.191 0.102  C6 1.035
11 H -1.540 -1.075 -0.486  O7 0.954
12 C -3.410 -0.118 -3.203  O13 1.400, H14 0.990, H15 1.065, H16 1.052
13 O -3.587 0.690 -2.073  C12 1.400, H17 1.041
14 H -4.154 -0.005 -3.846  C12 0.990
15 H -3.515 -1.163 -3.029  C12 1.065
16 H -2.487 -0.035 -3.701  C12 1.052
17 H -2.597 0.675 -1.750  O13 1.041
18 C -0.183 -1.523 -5.612  O19 1.407, H20 0.997, H21 0.981, H22 1.079
19 O 0.072 -1.260 -6.970  C18 1.407, H23 0.991
20 H 0.505 -2.134 -5.227  C18 0.997
21 H -1.082 -1.906 -5.703  C18 0.981
22 H -0.231 -0.721 -4.892  C18 1.079
23 H -0.675 -0.694 -7.292  O19 0.991
24 C -2.799 3.562 -0.096  O25 1.411, H26 1.060, H27 1.139, H28 1.133
25 O -1.824 2.731 0.495  C24 1.411, H29 1.028
26 H -3.370 3.938 0.714  C24 1.060
27 H -3.402 2.800 -0.690  C24 1.139
28 H -2.262 4.389 -0.655  C24 1.133
29 H -1.400 1.987 -0.073  O25 1.028
30 C -1.700 2.791 -4.311  O31 1.329, H32 1.055, H33 1.037, H34 1.043
31 O -0.721 1.896 -4.400  C30 1.329, H35 0.953
32 H -2.591 2.319 -4.622  C30 1.055
33 H -1.337 3.509 -4.965  C30 1.037
34 H -1.871 3.157 -3.349  C30 1.043
35 H -0.679 1.237 -3.713  O31 0.953
36 C -4.970 2.585 2.981  O37 1.404, H45 1.116, H46 1.060, H47 1.287
37 O -3.688 2.035 2.824  C36 1.404, C38 1.413
38 C -3.701 0.661 2.494  O37 1.413, C39 1.579, H48 1.060, H49 1.136
39 C -2.224 0.133 2.316  C38 1.579, N40 1.480, H50 0.992, H51 1.094
40 N -1.596 0.704 3.529  C39 1.480, C41 1.537, H52 1.078
41 C -0.069 0.539 3.473  N40 1.537, C42 1.568, H53 1.175, H54 0.982
42 C 0.646 1.318 2.315  C41 1.568, O43 1.367, H55 1.038, H56 1.091
43 O 0.226 2.595 2.564  C42 1.367, C44 1.390
44 C 0.855 3.509 1.727  O43 1.390, H57 1.170, H58 1.166, H59 1.245
45 H -4.900 3.681 3.178  C36 1.116
46 H -5.401 2.137 3.840  C36 1.060
47 H -5.709 2.471 1.934  C36 1.287
48 H -4.108 0.582 1.518  C38 1.060
49 H -4.237 0.239 3.402  C38 1.136
50 H -1.796 0.169 1.422  C39 0.992
51 H -2.171 -0.949 2.165  C39 1.094
52 H -1.968 0.360 4.480  N40 1.078
53 H 0.282 -0.574 3.339  C41 1.175
54 H 0.252 0.727 4.382  C41 0.982
55 H 0.391 0.943 1.381  C42 1.038
56 H 1.729 1.362 2.439  C42 1.091
57 H 0.326 4.552 1.690  C44 1.170
58 H 0.835 2.984 0.686  C44 1.166
59 H 2.083 3.671 1.855  C44 1.245
60 C 3.798 1.931 -0.850  O61 1.414, H69 1.123, H70 1.243, H71 1.223
61 O 3.924 1.633 0.526  C60 1.414, C62 1.456
62 C 4.516 0.330 0.792  O61 1.456, C63 1.476, H72 1.107, H73 1.180
63 C 3.507 -0.741 0.682  C62 1.476, N64 1.506, H74 1.175, H75 1.092
64 N 4.198 -1.952 1.250  C63 1.506, C65 1.479, H76 1.022
65 C 3.189 -3.006 1.489  N64 1.479, C66 1.629, H77 1.127, H78 1.075
66 C 3.913 -4.426 1.825  C65 1.629, O67 1.435, H79 1.039, H80 1.066
67 O 2.798 -5.297 2.065  C66 1.435, C68 1.449
68 C 3.257 -6.568 2.588  O67 1.449, H81 1.141, H82 1.019, H83 0.879
69 H 4.794 1.873 -1.366  C60 1.123
70 H 3.401 3.041 -1.245  C60 1.243
71 H 3.035 1.223 -1.492  C60 1.223
72 H 5.056 0.250 1.755  C62 1.107
73 H 5.522 0.097 0.222  C62 1.180
74 H 3.340 -1.093 -0.426  C63 1.175
75 H 2.717 -0.475 1.388  C63 1.092
76 H 4.358 -1.588 2.192  N64 1.022
77 H 2.613 -3.335 0.578  C65 1.127
78 H 2.475 -2.668 2.218  C65 1.075
79 H 4.509 -4.199 2.645  C66 1.039
80 H 4.384 -4.885 0.986  C66 1.066
81 H 2.220 -7.023 2.728  C68 1.141
82 H 3.656 -6.496 3.523  C68 1.019
83 H 3.839 -6.899 2.019  C68 0.879

Calculated values
Highest occupied orbital energy   -5.2 eV
Multiplicity   1
Charge   -1
Maximum force   14.84 eV/A
Relative energy (zero: lowest compared OMol25 entry of this formula, charge and spin)   226.4 kJ/mol